{"formula": "C6H15NO3", "method": "ωB97M-V/def2-TZVPD", "symbols": ["C", "C", "C", "O", "O", "H", "H", "H", "H", "H", "H", "H", "H", "C", "C", "N", "C", "O", "H", "H", "H", "H", "H", "H", "H"], "coordinates": [[2.0094, 1.0437, 0.4618], [-0.3002, 0.8913, -0.7563], [2.3653, 2.4471, 0.0755], [1.6298, 0.7836, 1.6226], [-0.5518, 0.4605, -2.0741], [0.5214, -0.1531, 1.7278], [-1.2396, -0.2154, -2.0110], [2.3942, 0.2604, -0.2021], [0.2768, 1.8014, -0.8561], [-1.2065, 1.2353, -0.2439], [3.3668, 2.6619, 0.4573], [2.3784, 2.5670, -1.0078], [1.6677, 3.1607, 0.5125], [-2.8847, -0.9807, 0.6231], [0.6514, -1.8322, -0.3579], [-1.7115, -1.3584, -0.1567], [-0.4399, -0.9987, 0.2707], [-0.3514, -0.7104, 1.5632], [-1.7683, -2.2702, -0.5870], [-2.8704, 0.0903, 0.8144], [-3.7762, -1.2191, 0.0440], [-2.9210, -1.4948, 1.5880], [0.4808, -2.8901, -0.1319], [1.6199, -1.5833, 0.0640], [0.6595, -1.6968, -1.4399]], "forces_ev_per_a": [[0.44, 0.09, 2.00], [-1.21, -1.60, 0.35], [-0.28, 0.06, -0.21], [0.69, 0.62, -1.66], [-0.06, 0.18, -0.21], [-1.28, -1.04, -0.28], [0.01, -0.02, 0.07], [-0.41, -0.11, -0.07], [0.67, -0.21, 0.13], [-0.18, -0.07, -0.01], [0.00, -0.08, 0.03], [0.05, -0.02, 0.02], [0.05, -0.05, 0.08], [0.19, -0.09, 0.05], [-0.20, -0.10, 0.05], [-0.21, 0.08, -0.26], [0.89, 1.59, -1.04], [0.79, 0.57, 0.89], [0.07, 0.07, 0.08], [0.00, -0.01, -0.02], [0.02, 0.01, 0.04], [-0.05, 0.05, -0.05], [-0.06, -0.03, -0.01], [0.00, 0.07, -0.01], [0.06, 0.04, 0.04]], "e_tot_ev": -14094.7374, "e_lumo_ev": 0.6927, "spin_multiplicity": 1}